[1]
C34H38N6O6P2Pb as an isolated structure at a distorted geometry, computed with wB97M-V/def2-TZVPD.

Last column: Mulliken charge in e.
Geometry (Å):
1 Pb 0.21351 0.15589 1.84777  2.3213
2 C -1.90199 2.07969 -6.67363  -0.3971
3 C -1.97249 0.86619 -6.11373  -0.3149
4 C -1.14979 -0.37011 -6.36623  -0.3766
5 C 0.20011 -0.18721 -7.09453  -0.9619
6 C 1.14961 0.72829 -6.35973  -0.2470
7 C 1.22001 2.06439 -6.39203  -0.4500
8 C 0.39761 3.06269 -7.16393  -0.5434
9 C -0.95259 2.57779 -7.73663  -0.8950
10 C 1.63331 0.71779 3.30377  -1.6519
11 H -2.60159 2.82739 -6.29933  0.3400
12 H -2.73989 0.72959 -5.35073  0.6143
13 H -1.75889 -1.09731 -6.92593  0.3735
14 H -0.95659 -0.84281 -5.39293  -0.0145
15 H 0.66591 -1.17631 -7.17663  0.4163
16 H 0.03011 0.15089 -8.11823  0.3390
17 H 1.84911 0.22199 -5.69423  0.3845
18 H 1.98711 2.52329 -5.76693  0.3702
19 H 1.00661 3.46809 -7.98723  0.3460
20 H 0.20481 3.91639 -6.49903  0.3194
21 H -1.41849 3.42979 -8.24583  0.3884
22 H -0.78309 1.82329 -8.50693  0.3128
23 H 1.24721 1.51329 3.96717  0.5571
24 H 2.57331 1.07259 2.83317  0.5537
25 H 1.86941 -0.17681 3.91757  0.5121
26 P 1.83021 -0.31551 0.27037  -0.2016
27 P -1.25259 -0.53211 0.20267  -0.7179
28 N 2.85451 0.98199 -0.25563  0.5469
29 N 3.05961 -1.52701 0.56227  0.6178
30 N -1.88379 0.73409 -0.80943  0.5208
31 N -2.64759 -1.50031 0.57187  0.5830
32 C 1.03971 -0.91661 -1.31623  -1.3110
33 C -0.31909 -1.57531 -1.02343  -0.8738
34 C 2.64181 2.31469 0.11457  -0.3582
35 C 3.49951 3.10199 -0.62553  -0.6979
36 C 4.26001 2.23459 -1.47893  -0.6948
37 C 3.84441 0.93929 -1.24323  -0.3717
38 C 3.89041 -1.51861 1.68407  -0.4028
39 C 4.49891 -2.75541 1.77727  -0.7313
40 C 4.00931 -3.56241 0.69917  -0.6408
41 C 3.11891 -2.79291 -0.02503  -0.3361
42 C -2.13119 2.01869 -0.31243  -0.4467
43 C -2.63409 2.78959 -1.34103  -0.9529
44 C -2.70099 1.96239 -2.50953  -0.3053
45 C -2.23849 0.70779 -2.16303  -0.4510
46 C -3.71299 -1.84701 -0.26233  -0.2400
47 C -4.47969 -2.78891 0.39657  -0.5662
48 C -3.86519 -3.04021 1.66757  -0.7876
49 C -2.74419 -2.23891 1.75567  -0.3017
50 H 1.72171 -1.58431 -1.87533  0.6834
51 H 0.89921 0.00129 -1.92053  0.4705
52 H -0.89599 -1.75041 -1.94953  0.6146
53 H -0.19589 -2.55401 -0.51963  0.4238
54 H 1.89111 2.55109 0.87227  0.3936
55 H 3.58501 4.18849 -0.55563  0.4621
56 H 5.04181 2.53179 -2.18213  0.4726
57 H 4.17121 -0.01701 -1.65543  0.5028
58 H 3.97631 -0.61981 2.29667  0.5139
59 H 5.23201 -3.04741 2.53197  0.4542
60 H 4.29231 -4.59151 0.47047  0.4486
61 H 2.52381 -3.03301 -0.90733  0.4067
62 H -1.90729 2.24249 0.73187  0.5289
63 H -2.91689 3.84289 -1.26773  0.4531
64 H -3.04559 2.26059 -3.50353  0.4296
65 H -2.12499 -0.19661 -2.76003  0.5085
66 H -3.84519 -1.35911 -1.22853  0.4739
67 H -5.40039 -3.23811 0.01577  0.4437
68 H -4.22079 -3.72271 2.44297  0.4429
69 H -1.99949 -2.10061 2.54117  0.2997
70 O -2.37529 0.03539 4.00877  -0.6496
71 C -1.28459 -0.53091 4.47437  0.4176
72 O -0.24089 -0.72711 3.68807  -0.5267
73 C -1.07819 -0.64681 5.95057  0.4060
74 C 0.23221 -0.61691 6.46657  -0.0843
75 C 0.49071 -0.59641 7.84407  -0.6546
76 C -0.59399 -0.65751 8.72847  -0.1111
77 C -1.91799 -0.71551 8.25367  -0.4399
78 C -2.15129 -0.68811 6.85677  -0.3321
79 N -3.00689 -0.78091 9.17847  1.0384
80 O -2.80309 -0.79461 10.35667  -0.5880
81 O -4.13159 -0.84091 8.78497  -0.6032
82 N 1.83311 -0.48411 8.33287  1.0100
83 O 2.74851 -0.37851 7.57147  -0.6336
84 O 2.04791 -0.42401 9.50597  -0.5723
85 H 1.06961 -0.55801 5.80507  0.4921
86 H -0.40569 -0.64961 9.79657  0.6239
87 H -3.16409 -0.70231 6.47707  0.6046

Summary:
relative energy (zero: lowest compared OMol25 entry of this formula, charge and spin): 0.00 kJ/mol
HOMO: -0.4764 hartree
net charge: +2
LUMO level: -9.545 eV

=====

[2]
C34H39AsBrMnN7O6 as an isolated structure, computed with wB97M-V/def2-TZVPD.

Last column: Mulliken spin population.
Geometry (Å):
1 Mn -0.28663 -0.14009 0.36784  0.9873
2 N -2.31072 -0.70804 0.67385  0.0027
3 C -2.43951 -0.83603 2.15047  0.0097
4 C -1.12912 -1.31804 2.79056  0.0064
5 O -1.11764 -1.60685 3.98656  0.0067
6 N -0.13878 -1.33453 1.90874  -0.0145
7 C 1.22061 -1.61740 2.29574  0.0186
8 C 2.16130 -0.92755 1.30419  -0.0109
9 O 3.29191 -1.37380 1.13825  -0.0001
10 O 1.67879 0.09840 0.66888  -0.0086
11 H -3.10696 -0.21145 0.29100  0.0034
12 H -2.35542 -1.64165 0.27642  0.0029
13 H -3.24769 -1.51002 2.43908  0.0002
14 H -2.66701 0.14774 2.56518  -0.0027
15 H 1.44965 -2.68635 2.28559  -0.0008
16 H 1.44274 -1.26242 3.30858  0.0021
17 C -2.24107 1.88164 -1.33530  0.0118
18 O -0.82574 1.67831 -1.23962  -0.0191
19 C -0.22939 1.83810 -2.48751  0.0079
20 C 0.38468 3.04162 -2.77199  0.0018
21 C 0.94202 3.24690 -4.02420  -0.0002
22 Br 1.65127 4.94512 -4.44804  0.0000
23 C 0.94590 2.24145 -4.96673  0.0003
24 C 0.34540 1.01854 -4.67876  0.0018
25 C -0.29096 0.82717 -3.44841  -0.0014
26 O -1.01530 -0.27853 -3.13511  0.0048
27 C 0.36361 -0.03799 -5.70391  -0.0012
28 N 0.15446 0.14431 -6.97221  0.0000
29 C 0.29602 -1.11186 -7.54914  0.0000
30 C 0.18538 -1.49677 -8.88321  -0.0001
31 C 0.39676 -2.82687 -9.18778  0.0001
32 C 0.70880 -3.76627 -8.19329  0.0000
33 C 0.81134 -3.40291 -6.86389  0.0000
34 C 0.59648 -2.06267 -6.56844  -0.0001
35 N 0.60203 -1.35866 -5.37515  0.0001
36 H -2.70452 1.10713 -1.94809  -0.0002
37 H -2.44109 2.86470 -1.76480  0.0000
38 H -2.62520 1.84642 -0.31883  0.0027
39 H 0.39229 3.82306 -2.02441  -0.0002
40 H 1.39597 2.38476 -5.93874  0.0000
41 H -1.02073 -0.88624 -3.88846  -0.0018
42 H -0.05080 -0.76742 -9.64604  0.0000
43 H 0.32453 -3.15727 -10.21542  0.0000
44 H 0.87137 -4.79812 -8.47521  0.0000
45 H 1.04444 -4.12901 -6.09546  0.0000
46 H 1.07013 -1.65607 -4.53460  0.0000
47 C 7.23966 4.44729 -1.43115  0.0001
48 C 6.47992 3.15074 -1.51797  0.0000
49 C 6.53370 2.35373 -2.65109  0.0001
50 C 5.82067 1.16453 -2.75350  -0.0002
51 C 5.04260 0.73881 -1.68212  -0.0003
52 N 4.28134 -0.46108 -1.69056  -0.0003
53 C 4.39401 -1.44546 -2.61611  0.0000
54 O 5.18895 -1.48155 -3.53257  0.0000
55 N 3.50574 -2.53931 -2.49028  -0.0004
56 C 2.28998 -2.71676 -1.83472  -0.0061
57 C 1.84954 -4.01525 -1.55996  0.0030
58 C 0.66536 -4.19994 -0.87482  0.0005
59 C -0.03291 -3.08479 -0.43374  0.0158
60 N 0.35590 -1.84808 -0.72024  0.0019
61 C 1.46137 -1.66988 -1.45284  -0.0110
62 C 4.98731 1.52274 -0.52794  -0.0015
63 C 5.69028 2.71042 -0.45784  0.0005
64 H 7.87600 4.58863 -2.30417  0.0000
65 H 7.87424 4.47634 -0.54368  0.0000
66 H 6.55867 5.29891 -1.37330  0.0000
67 H 7.15565 2.66036 -3.48571  0.0000
68 H 5.90429 0.55814 -3.63896  0.0000
69 H 3.75325 -0.63536 -0.83641  -0.0004
70 H 3.82269 -3.31436 -3.05183  0.0000
71 H 2.46010 -4.86160 -1.85181  0.0002
72 H 0.31138 -5.19133 -0.62966  0.0001
73 H -0.89052 -3.18800 0.21650  -0.0012
74 H 1.74608 -0.64365 -1.64282  -0.0037
75 H 4.37972 1.19242 0.30227  0.0013
76 H 5.63145 3.30404 0.44788  0.0000
77 C -1.79519 3.15486 2.33474  -0.0062
78 As -0.34306 1.92786 1.86505  -0.0016
79 C 0.94983 3.22409 1.21064  -0.0011
80 C 0.39094 1.59390 3.63239  0.0018
81 H -1.40484 3.99753 2.90496  -0.0008
82 H -2.54267 2.63929 2.93784  0.0001
83 H -2.27219 3.53309 1.43022  0.0006
84 H 1.20880 3.93244 1.99722  -0.0002
85 H 0.52242 3.76622 0.36739  0.0004
86 H 1.83660 2.68555 0.88023  0.0000
87 H 0.41343 2.52198 4.20304  -0.0001
88 H 1.40801 1.22361 3.50857  -0.0003
89 H -0.19480 0.84099 4.15869  -0.0003

Summary:
multiplicity: 2
relative energy (zero: lowest compared OMol25 entry of this formula, charge and spin): 23.73 kJ/mol
HOMO (spin up / spin down): -0.2896 / -0.2764 hartree
net charge: 0
expectation value of S²: 0.790
LUMO level (spin up / spin down): -0.091 / -0.095 eV